one.
C4H9N3 | ωB97M-V/def2-TZVPD

Calculated values
E_HOMO: -8.5 eV
Spin multiplicity: 1
LUMO energy: 1.1 eV
HOMO-LUMO gap: 9.529 eV

Atoms and positions in Å:
N  -0.86097  0.31649  -1.78413
N  -1.02605  -1.63574  0.26405
N  -0.32939  0.38895  0.68558
C  -0.39760  -0.25448  -0.63456
C  0.51812  1.55350  0.89901
C  0.89956  -1.02060  -0.43820
C  0.14024  -1.07892  0.90371
H  1.00578  -1.96477  -0.96307
H  1.51521  1.49202  0.44200
H  -1.86886  -1.39906  0.79233
H  -1.69325  -0.06541  -2.21172
H  1.80682  -0.41940  -0.49323
H  0.53352  -1.35918  1.87991
H  -0.89616  1.32617  -1.81578
H  0.01236  2.43460  0.50014
H  0.64068  1.68581  1.97397

Here are the Mulliken charges for atoms 1 to 6, given in e: atom 1 (N): -0.47, atom 2 (N): -0.65, atom 3 (N): -0.30, atom 4 (C): 0.16, atom 5 (C): -0.88, atom 6 (C): -0.31

***

two.
C4H9N3 | ωB97M-V/def2-TZVPD

Calculated values
E_HOMO: -9.5 eV
Spin multiplicity: 1
LUMO energy: 0.8 eV
HOMO-LUMO gap: 10.263 eV
Structure (SMILES): [H]/N=C(/C)C/C(N)=N/[H]

Atoms and positions in Å:
N  -1.33634  -0.98495  -0.01685
N  -1.86736  1.08483  0.96511
N  1.79163  -1.21057  -0.46112
C  -1.09273  0.06222  0.89754
C  0.34923  0.13223  1.22775
C  0.96345  0.90901  -1.27912
C  0.97417  -0.23134  -0.29996
H  -0.87305  -1.88635  0.04214
H  0.74620  1.86284  -0.79504
H  1.94015  0.99342  -1.75964
H  0.64259  1.11067  1.60935
H  1.73687  -1.90865  0.28287
H  0.64647  -0.71873  1.84266
H  0.20381  0.73246  -2.04543
H  -2.07094  -0.85163  -0.70281
H  -2.75415  0.90451  0.49256

Here are the Mulliken charges for atoms 1 to 6, given in e: atom 1 (N): -0.47, atom 2 (N): -0.70, atom 3 (N): -0.73, atom 4 (C): 0.59, atom 5 (C): -0.65, atom 6 (C): -1.25

***

Order of stability, best first: two, one

***

one.
CH2Cl3OP | ωB97M-V/def2-TZVPD

Calculated values
E_HOMO: -9.5 eV
Spin multiplicity: 1
LUMO energy: 0.3 eV
HOMO-LUMO gap: 9.846 eV
Structure (SMILES): OPC(Cl)(Cl)Cl

Atoms and positions in Å:
Cl  2.83413  1.16428  1.27266
Cl  2.33905  0.88956  -1.62039
Cl  3.22350  -1.43655  -0.13771
P  0.47439  -0.60512  0.57448
O  -0.42827  0.51744  0.11334
C  2.27265  -0.01673  -0.05021
H  0.43398  -1.50466  -0.56704
H  -0.32446  1.35655  0.69635

Here are the Mulliken charges for atoms 1 to 6, given in e: atom 1 (Cl): -0.17, atom 2 (Cl): -0.12, atom 3 (Cl): -0.11, atom 4 (P): 0.16, atom 5 (O): -0.39, atom 6 (C): 0.18

***

two.
CH2Cl3OP | ωB97M-V/def2-TZVPD

Calculated values
E_HOMO (alpha / beta): -8.4 / -8.3 eV
Spin multiplicity: 1
LUMO energy (alpha / beta): -1.0 / -1.1 eV
HOMO-LUMO gap (alpha / beta): 7.327 / 7.214 eV

Atoms and positions in Å:
Cl  0.34391  -1.96868  1.56779
Cl  -0.09008  -2.25025  -1.27998
Cl  -1.87236  -0.50825  0.24498
P  1.23432  0.98889  -0.38973
O  -0.18594  1.73186  -0.33468
C  -0.25153  -1.19982  0.16549
H  1.66528  1.64672  0.97178
H  -0.84360  1.55953  -0.94564

Here are the Mulliken charges for atoms 1 to 6, given in e: atom 1 (Cl): -0.12, atom 2 (Cl): -0.14, atom 3 (Cl): -0.13, atom 4 (P): 0.31, atom 5 (O): -0.40, atom 6 (C): 0.06

***

Order of stability, best first: one, two

***

one.
C3H8OS2 | ωB97M-V/def2-TZVPD

Calculated values
E_HOMO: -8.9 eV
Spin multiplicity: 1
LUMO energy: 0.2 eV
HOMO-LUMO gap: 9.101 eV
Structure (SMILES): C=CO.CSS

Atoms and positions in Å:
S  2.05596  -1.47290  -1.26343
S  1.20939  -1.79071  0.65491
O  -0.67125  1.29081  -0.04549
C  2.07424  -0.47497  1.62373
C  -1.91612  1.35457  -0.59028
C  -2.54047  0.18783  -0.99634
H  1.49674  0.26692  2.14084
H  2.77636  0.10621  0.97179
H  -3.55592  0.16247  -1.36265
H  -2.47115  2.36025  -0.72211
H  -0.39957  0.39066  -0.06351
H  -1.98391  -0.75061  -0.94771
H  1.12922  -0.64968  -1.78695
H  2.79647  -0.98084  2.38721

Here are the Mulliken charges for atoms 1 to 6, given in e: atom 1 (S): -0.18, atom 2 (S): -0.09, atom 3 (O): -0.41, atom 4 (C): -0.74, atom 5 (C): 0.30, atom 6 (C): -0.82

***

two.
C3H8OS2 | ωB97M-V/def2-TZVPD

Calculated values
E_HOMO: -9.2 eV
Spin multiplicity: 1
LUMO energy: 0.4 eV
HOMO-LUMO gap: 9.553 eV
Structure (SMILES): C=CO.CSS

Atoms and positions in Å:
S  1.72783  1.11427  0.29078
S  1.15266  0.40789  2.12880
O  -3.32829  -0.63631  0.06207
C  2.78728  -0.26570  -0.23382
C  -2.54414  0.33606  -0.51263
C  -1.26141  0.16347  -0.78645
H  2.16994  -1.10791  -0.53028
H  -0.68946  1.03033  -1.07011
H  -0.02704  -0.18568  1.86661
H  -0.86912  -0.84159  -0.90965
H  -3.00582  1.30432  -0.66550
H  3.33728  0.12675  -1.08804
H  3.44578  -0.51391  0.57953
H  -2.89550  -0.93198  0.86868

Here are the Mulliken charges for atoms 1 to 6, given in e: atom 1 (S): -0.07, atom 2 (S): -0.19, atom 3 (O): -0.52, atom 4 (C): -0.71, atom 5 (C): 0.05, atom 6 (C): -0.75

***

Order of stability, best first: two, one

***

one.
C2H4O2 | ωB97M-V/def2-TZVPD

Calculated values
E_HOMO (alpha / beta): -8.8 / -8.8 eV
Spin multiplicity: 1
LUMO energy (alpha / beta): -0.6 / -0.7 eV
HOMO-LUMO gap (alpha / beta): 8.127 / 8.093 eV

Atoms and positions in Å:
O  -1.31625  0.89246  0.69376
O  0.98092  0.36801  -1.32059
C  0.52143  -0.51392  -0.40855
C  -0.08101  0.46556  0.63596
H  -1.78348  0.22396  0.15265
H  0.80870  1.06999  0.98311
H  -0.22464  -1.21730  -0.82274
H  1.09433  -1.28876  0.08640

Here are the Mulliken charges for atoms 1 to 6, given in e: atom 1 (O): -0.36, atom 2 (O): -0.61, atom 3 (C): -0.46, atom 4 (C): 0.13, atom 5 (H): 0.39, atom 6 (H): 0.32

***

two.
C2H4O2 | ωB97M-V/def2-TZVPD

Calculated values
E_HOMO: -10.8 eV
Spin multiplicity: 1
LUMO energy: 0.8 eV
HOMO-LUMO gap: 11.553 eV
Structure (SMILES): CC(=O)O

Atoms and positions in Å:
O  1.42886  -0.10271  1.11677
O  0.28792  -1.30963  -0.36358
C  -0.62497  0.68676  -0.12453
C  0.51568  -0.16671  0.38298
H  -1.36192  0.18091  -0.70411
H  0.01050  1.36395  -0.83401
H  -1.07386  1.41468  0.55843
H  0.81778  -2.06725  -0.03196

Here are the Mulliken charges for atoms 1 to 6, given in e: atom 1 (O): -0.51, atom 2 (O): -0.46, atom 3 (C): -0.81, atom 4 (C): 0.65, atom 5 (H): 0.29, atom 6 (H): 0.22

***

three.
C2H4O2 | ωB97M-V/def2-TZVPD

Calculated values
E_HOMO: -10.4 eV
Spin multiplicity: 1
LUMO energy: 0.9 eV
HOMO-LUMO gap: 11.313 eV
Structure (SMILES): O=CCO

Atoms and positions in Å:
O  1.48122  -0.91685  -0.01427
O  -1.21698  -0.93730  -0.08714
C  0.91309  0.15865  -0.07740
C  -0.60470  0.29270  0.02173
H  1.46526  1.10033  -0.19063
H  -0.69442  0.99182  0.96898
H  -0.43661  -1.60202  0.22894
H  -0.90686  0.91267  -0.85020

Here are the Mulliken charges for atoms 1 to 6, given in e: atom 1 (O): -0.51, atom 2 (O): -0.51, atom 3 (C): 0.12, atom 4 (C): -0.31, atom 5 (H): 0.35, atom 6 (H): 0.22

***

Order of stability, best first: two, three, one